i | 213
Properties=species:S:1:pos:R:3:lowdin_charge:R:1 method="wB97M-V/def2-TZVPD" lumo_energy_ev=-4.22 mol_weight_g_mol=1056.75 gap_ev=5.99 charge=+3
F 3.2422 0.0122 -1.4973 -0.993
C -1.1064 -6.3353 -1.1789 -0.090
C -1.0449 -5.2934 -0.0209 -0.282
C 0.1851 -5.4915 0.7611 -0.275
C 0.3382 -4.3274 1.7637 -0.238
P 1.2784 -4.6752 3.3071 0.996
C 2.8039 -5.4696 2.9005 -0.285
C 3.7775 -4.6435 2.0813 -0.249
C 5.1871 -5.1073 2.3422 -0.233
C 5.4054 -6.6766 2.2911 -0.091
C 1.7158 -3.0098 3.9976 -0.205
C 2.7937 -3.0670 5.1578 -0.280
C 2.4884 -2.2037 6.3090 -0.254
C 3.6173 -2.4585 7.4492 -0.058
C 0.3405 -5.6460 4.4702 -0.264
C 1.0250 -5.8494 5.8826 -0.214
C 0.1737 -6.8634 6.6134 -0.278
C -1.3299 -6.6737 6.6388 -0.106
H -1.3816 -7.3210 -0.8038 0.076
H -0.1917 -6.5127 -1.7444 0.072
H -1.8150 -5.8846 -1.8737 0.071
H -1.8941 -5.4642 0.6408 0.113
H -1.2251 -4.3088 -0.4523 0.117
H 1.0267 -5.5097 0.0687 0.115
H 0.2905 -6.4909 1.1834 0.116
H -0.5628 -3.7225 1.8652 0.104
H 1.0495 -3.6151 1.3457 0.095
H 2.6552 -6.4538 2.4564 0.116
H 3.1645 -5.6963 3.9038 0.086
H 3.8070 -3.5655 2.2400 0.107
H 3.6040 -4.7193 1.0078 0.122
H 5.4542 -4.7533 3.3379 0.105
H 5.8928 -4.7188 1.6079 0.113
H 6.4339 -7.0164 2.4125 0.070
H 5.2117 -7.0772 1.2961 0.077
H 4.9553 -7.1887 3.1415 0.064
H 0.7902 -2.5172 4.2954 0.100
H 2.2406 -2.4901 3.1960 0.087
H 3.7382 -2.8132 4.6765 0.115
H 3.0109 -4.0786 5.5006 0.081
H 1.5371 -2.4561 6.7774 0.094
H 2.2645 -1.1602 6.0878 0.109
H 3.7846 -3.5315 7.5428 0.066
H 3.5281 -1.9318 8.3993 0.070
H 4.5259 -2.0817 6.9794 0.063
H 0.0899 -6.6250 4.0616 0.109
H -0.6301 -5.1532 4.5258 0.097
H 1.0265 -4.8849 6.3905 0.104
H 2.0183 -6.2783 5.7500 0.107
H 0.5205 -7.0151 7.6356 0.117
H 0.4574 -7.8113 6.1563 0.113
H -1.9181 -6.8891 5.7467 0.076
H -1.5569 -5.6645 6.9824 0.078
H -1.6993 -7.2324 7.4987 0.080
C -1.2368 5.9138 2.8483 -0.121
C 0.1900 5.8295 2.4118 -0.261
C 1.1755 5.2146 3.4631 -0.230
C 2.2938 4.4350 2.8044 -0.290
P 3.7901 5.3765 2.4620 1.047
C 5.1861 4.1884 2.0194 -0.245
C 6.6143 4.7012 2.1358 -0.238
C 7.3842 4.1045 3.3617 -0.240
C 7.9851 2.6875 3.1960 -0.083
C 4.2790 6.2291 4.0737 -0.234
C 4.2562 5.4593 5.4016 -0.251
C 4.4140 6.3344 6.6398 -0.259
C 4.2429 5.5688 7.9489 -0.098
C 3.4723 6.4908 1.0921 -0.269
C 4.6583 7.0887 0.2895 -0.222
C 4.1922 8.1300 -0.7889 -0.244
C 5.4043 8.7809 -1.4912 -0.103
H -1.3730 6.7690 3.5102 0.079
H -1.7495 5.1187 3.3897 0.076
H -1.8846 6.0604 1.9840 0.076
H 0.5362 6.8246 2.1326 0.105
H 0.2367 5.1964 1.5258 0.102
H 0.6611 4.4835 4.0868 0.112
H 1.3552 5.9936 4.2040 0.112
H 2.0315 3.9101 1.8859 0.111
H 2.6835 3.6201 3.4144 0.094
H 4.9487 3.9741 0.9773 0.096
H 5.0880 3.2177 2.5053 0.097
H 6.6062 5.7882 2.0550 0.086
H 7.1280 4.4170 1.2174 0.118
H 6.8441 4.1813 4.3054 0.079
H 8.1555 4.8521 3.5469 0.103
H 7.2489 2.1398 2.6076 0.064
H 8.0122 2.1453 4.1412 0.072
H 8.9359 2.6157 2.6679 0.079
H 3.6382 7.0899 4.2649 0.091
H 5.2543 6.6271 3.7937 0.089
H 5.1309 4.8090 5.4041 0.094
H 3.3640 4.8503 5.5475 0.105
H 3.6839 7.1425 6.5949 0.107
H 5.3554 6.8782 6.5627 0.117
H 3.3644 4.9237 7.9621 0.070
H 4.0262 6.2535 8.7689 0.077
H 5.0609 4.9137 8.2486 0.078
H 3.0142 7.2865 1.6796 0.092
H 2.6974 6.0401 0.4720 0.109
H 5.2345 6.2605 -0.1230 0.107
H 5.3597 7.6597 0.8980 0.107
H 3.5162 8.8903 -0.3975 0.108
H 3.5952 7.6242 -1.5478 0.103
H 6.0748 8.0591 -1.9577 0.075
H 5.9679 9.3257 -0.7338 0.072
H 5.1412 9.4707 -2.2931 0.075
C -9.5997 3.1456 5.5705 -0.080
C -10.7545 3.6264 4.6378 -0.256
C -11.0290 2.6619 3.5100 -0.247
C -9.8169 2.4383 2.5214 -0.244
P -10.2462 1.2746 1.1807 1.044
C -11.7454 1.9684 0.3443 -0.251
C -13.0609 1.3324 0.8708 -0.277
C -14.2875 1.9297 0.1811 -0.246
C -15.5684 1.2043 0.6208 -0.096
C -9.0034 1.4111 -0.0814 -0.290
C -7.5614 1.0383 0.2864 -0.240
C -6.4179 1.7071 -0.5555 -0.243
C -4.9998 1.1974 -0.2625 -0.100
C -10.6753 -0.3695 2.0411 -0.186
C -9.4230 -1.2926 1.8947 -0.272
C -9.7700 -2.7193 2.3180 -0.263
C -8.4826 -3.6287 2.5131 -0.081
H -9.3887 3.9574 6.2666 0.076
H -8.7314 2.8285 4.9929 0.059
H -10.1048 2.3601 6.1325 0.076
H -10.4325 4.5470 4.1511 0.108
H -11.6815 3.7856 5.1887 0.118
H -11.8966 3.0547 2.9798 0.100
H -11.5004 1.7469 3.8687 0.099
H -8.8269 2.1061 2.8338 0.075
H -9.5549 3.3587 1.9997 0.104
H -11.5586 1.7787 -0.7127 0.092
H -11.8665 3.0490 0.4198 0.108
H -13.1319 1.3763 1.9576 0.103
H -13.0319 0.2643 0.6555 0.096
H -14.0098 1.8573 -0.8705 0.114
H -14.3785 2.9821 0.4502 0.113
H -15.5869 0.1499 0.3450 0.073
H -16.4103 1.6507 0.0917 0.076
H -15.8054 1.1684 1.6841 0.078
H -9.1177 2.4472 -0.4002 0.112
H -9.2987 0.7089 -0.8610 0.110
H -7.5144 -0.0485 0.2182 0.095
H -7.4770 1.2614 1.3500 0.089
H -6.4734 2.7557 -0.2633 0.102
H -6.6212 1.6598 -1.6254 0.111
H -4.1825 1.7114 -0.7683 0.077
H -5.0338 0.1993 -0.6993 0.072
H -4.8440 1.1751 0.8161 0.073
H -11.4975 -0.8308 1.4940 0.088
H -10.8202 -0.2152 3.1104 0.098
H -8.5443 -0.9122 2.4155 0.110
H -9.0543 -1.4537 0.8817 0.099
H -10.5090 -3.2825 1.7481 0.113
H -10.2755 -2.7280 3.2837 0.103
H -7.8371 -3.1275 3.2344 0.068
H -7.9648 -3.7535 1.5621 0.068
H -8.9485 -4.5409 2.8859 0.074
C -1.2036 -1.6564 -8.3306 -0.111
C -0.1056 -1.9595 -7.3374 -0.280
C 1.2814 -1.5290 -7.8316 -0.220
C 2.4234 -1.9897 -6.8447 -0.252
P 4.1176 -1.5848 -7.3093 1.008
C 4.3112 0.2221 -7.4565 -0.248
C 5.6975 0.8281 -7.1245 -0.243
C 6.0044 2.2615 -7.5619 -0.242
C 6.1681 2.3884 -9.1124 -0.091
C 5.3202 -2.3935 -6.2191 -0.244
C 5.3783 -3.9283 -6.4077 -0.256
C 6.6312 -4.5195 -5.8596 -0.255
C 7.9267 -4.4186 -6.7271 -0.080
C 4.2537 -2.2907 -8.9962 -0.285
C 5.6568 -2.1707 -9.6162 -0.217
C 5.6602 -3.0295 -10.9751 -0.204
C 4.7506 -2.2997 -12.0335 -0.085
H -2.1763 -1.9653 -7.9479 0.078
H -1.0253 -2.3146 -9.1810 0.073
H -1.2057 -0.6616 -8.7760 0.080
H -0.1639 -3.0091 -7.0493 0.114
H -0.3111 -1.4519 -6.3949 0.108
H 1.3961 -0.4541 -7.9715 0.111
H 1.3859 -2.0099 -8.8042 0.102
H 2.5657 -3.0667 -6.9333 0.087
H 2.1987 -1.6427 -5.8361 0.114
H 3.5305 0.5268 -6.7596 0.096
H 3.9646 0.4493 -8.4647 0.096
H 6.4342 0.2079 -7.6349 0.095
H 5.7467 0.7948 -6.0361 0.117
H 6.8499 2.6842 -7.0191 0.107
H 5.2242 2.9228 -7.1850 0.104
H 6.9079 1.6546 -9.4323 0.068
H 6.6824 3.2904 -9.4442 0.069
H 5.2100 2.4086 -9.6319 0.069
H 5.0261 -2.0728 -5.2197 0.114
H 6.2696 -1.8587 -6.2486 0.094
H 5.2998 -4.2624 -7.4422 0.099
H 4.4686 -4.3025 -5.9381 0.113
H 6.4063 -5.5686 -5.6678 0.111
H 6.7817 -4.0889 -4.8696 0.112
H 7.8098 -4.9197 -7.6879 0.071
H 8.7804 -4.8786 -6.2295 0.073
H 8.2355 -3.3995 -6.9600 0.062
H 3.5184 -1.8090 -9.6406 0.084
H 4.0344 -3.3533 -8.8916 0.093
H 6.4499 -2.5330 -8.9621 0.092
H 5.8832 -1.1275 -9.8367 0.097
H 5.3207 -4.0370 -10.7345 0.096
H 6.6935 -3.2361 -11.2536 0.099
H 4.9698 -1.2395 -12.1602 0.073
H 3.7276 -2.3792 -11.6657 0.057
H 4.8520 -2.7331 -13.0284 0.073

ii | 213
Properties=species:S:1:pos:R:3:lowdin_charge:R:1 method="wB97M-V/def2-TZVPD" lumo_energy_ev=-5.34 mol_weight_g_mol=1056.75 gap_ev=9.69 charge=+3
F -0.6761 -14.5527 -18.9268 -0.511
C -0.3156 -14.6846 -21.2890 -0.190
C -1.0693 -14.5427 -22.5800 -0.199
C -2.0998 -15.6254 -22.6808 -0.165
C -3.2929 -15.7724 -21.6784 -0.190
P -4.5837 -17.0854 -22.1174 1.121
C -5.8549 -17.1347 -20.7425 -0.195
C -6.4355 -15.7529 -20.3907 -0.275
C -7.7967 -15.8189 -19.5151 -0.180
C -7.9360 -16.7332 -18.3025 -0.091
C -5.3418 -16.7250 -23.7534 -0.234
C -5.5862 -15.2480 -23.9849 -0.248
C -6.8749 -15.0702 -24.9129 -0.235
C -6.6921 -15.4666 -26.3692 -0.093
C -3.7163 -18.6812 -22.3518 -0.243
C -2.9724 -19.2131 -21.1316 -0.226
C -2.3795 -20.6638 -21.2525 -0.177
C -1.1674 -20.7146 -22.2438 -0.116
H 0.4875 -13.9962 -21.0260 0.011
H 0.2719 -15.6024 -21.2642 0.080
H -0.8833 -14.7548 -20.3612 0.059
H -0.2815 -14.4791 -23.3306 0.011
H -1.5021 -13.5546 -22.7364 0.112
H -1.4675 -16.5085 -22.7731 0.091
H -2.4085 -15.4314 -23.7080 0.120
H -3.9366 -14.8959 -21.7523 0.020
H -2.8625 -15.8552 -20.6803 0.066
H -5.3160 -17.5327 -19.8827 0.087
H -6.6775 -17.8317 -20.9024 0.114
H -6.6448 -15.2234 -21.3202 0.066
H -5.6671 -15.1490 -19.9080 0.004
H -8.6245 -16.0613 -20.1816 0.108
H -8.1330 -14.8503 -19.1453 0.110
H -8.8279 -16.6143 -17.6872 0.099
H -7.0229 -16.5687 -17.7303 0.027
H -7.8451 -17.7515 -18.6804 0.075
H -6.2829 -17.2696 -23.6777 0.111
H -4.6806 -17.2268 -24.4599 0.106
H -4.7862 -14.8302 -24.5961 0.110
H -5.6756 -14.5521 -23.1507 0.014
H -6.9959 -13.9936 -25.0326 0.105
H -7.7441 -15.3391 -24.3127 0.112
H -7.4022 -15.0385 -27.0767 0.085
H -6.8903 -16.5214 -26.5595 0.076
H -5.6900 -15.0944 -26.5823 0.080
H -3.0194 -18.5359 -23.1772 0.085
H -4.5544 -19.3183 -22.6344 0.112
H -3.6176 -19.2199 -20.2532 0.107
H -2.1586 -18.5392 -20.8637 0.066
H -3.0787 -21.4197 -21.6101 0.124
H -1.9173 -20.9791 -20.3170 0.103
H -1.4472 -20.5450 -23.2835 0.063
H -0.6883 -21.6929 -22.2052 0.117
H -0.3833 -19.9789 -22.0649 0.004
C -5.7140 -14.5913 -16.9335 -0.026
C -4.9575 -15.5233 -17.9812 -0.215
C -3.6109 -14.9817 -18.4033 -0.337
C -2.5387 -14.9994 -17.3759 -0.282
P -1.4763 -16.4012 -17.1844 1.158
C -2.2691 -17.5910 -15.9387 -0.242
C -2.6295 -17.0656 -14.5639 -0.263
C -3.4718 -17.9967 -13.6932 -0.235
C -4.8743 -18.3074 -14.2571 -0.078
C 0.2328 -15.9585 -16.5912 -0.251
C 0.3957 -14.7589 -15.6984 -0.218
C 0.4975 -14.9483 -14.1384 -0.216
C 0.6986 -13.7116 -13.3552 -0.129
C -1.3736 -17.4149 -18.8300 -0.177
C -0.1839 -18.4498 -18.7689 -0.210
C -0.0336 -19.3841 -19.9307 -0.243
C 0.7155 -18.6416 -21.0743 -0.086
H -6.5948 -15.1870 -16.6940 0.058
H -6.0222 -13.7083 -17.4934 0.078
H -5.2447 -14.3696 -15.9750 0.079
H -5.4885 -15.7976 -18.8927 0.022
H -4.6654 -16.3372 -17.3175 0.102
H -3.7408 -13.9427 -18.7059 -0.022
H -3.2670 -15.5095 -19.2929 0.086
H -2.9874 -14.7690 -16.4096 0.113
H -1.8807 -14.1639 -17.6148 0.027
H -1.4400 -18.2985 -15.9226 0.086
H -3.1299 -18.0150 -16.4558 0.076
H -3.1449 -16.1195 -14.7294 0.100
H -1.7502 -16.9931 -13.9239 0.100
H -3.5236 -17.5134 -12.7175 0.118
H -2.7743 -18.8342 -13.6989 0.115
H -5.4708 -17.4046 -14.3885 0.071
H -5.3892 -19.0443 -13.6406 0.083
H -4.7320 -18.6370 -15.2862 0.050
H 0.9222 -15.9160 -17.4344 -0.032
H 0.5314 -16.8892 -16.1088 0.117
H -0.2458 -13.9255 -15.9848 0.050
H 1.3571 -14.3990 -16.0651 0.086
H 1.3460 -15.5826 -13.8818 0.117
H -0.3327 -15.4427 -13.6340 0.089
H 1.4365 -12.9819 -13.6885 0.073
H 1.1555 -13.8508 -12.3754 0.085
H -0.2174 -13.2286 -13.0149 0.084
H -1.4208 -16.7950 -19.7253 0.053
H -2.2498 -18.0602 -18.8933 0.071
H -0.3319 -19.1925 -17.9850 0.116
H 0.8161 -18.0386 -18.6310 0.106
H -0.9888 -19.6676 -20.3725 0.018
H 0.5307 -20.2736 -19.6506 0.143
H 0.3389 -17.6364 -21.2639 0.049
H 0.8021 -19.2249 -21.9910 0.047
H 1.7321 -18.5104 -20.7035 0.097
C -4.3026 -7.7647 -18.1648 -0.106
C -3.5882 -8.7762 -19.0276 -0.297
C -2.7355 -9.6951 -18.1778 -0.236
C -1.6872 -10.4339 -19.0737 -0.251
P -1.2597 -12.1978 -18.8171 1.136
C -0.6002 -12.5318 -17.1157 -0.256
C 0.6724 -11.7322 -16.7401 -0.167
C 0.5855 -10.5799 -15.6517 -0.249
C 1.6609 -9.5691 -15.6144 -0.108
C -2.7944 -13.1415 -19.1351 -0.337
C -3.5611 -12.8845 -20.4915 -0.074
C -4.8817 -13.7211 -20.6279 -0.246
C -5.8887 -13.2495 -21.7449 -0.039
C -0.1112 -12.4830 -20.2628 -0.220
C 1.3046 -11.8528 -20.1820 -0.181
C 1.9428 -11.8765 -21.5426 -0.286
C 1.9964 -10.4945 -22.1319 -0.064
H -4.9771 -7.8984 -17.3191 0.085
H -4.8846 -7.1700 -18.8688 0.080
H -3.4759 -7.1442 -17.8189 0.080
H -2.8978 -8.1632 -19.6071 0.118
H -4.2343 -9.2772 -19.7484 0.105
H -3.4139 -10.3605 -17.6437 0.109
H -2.2422 -8.9931 -17.5057 0.107
H -0.7936 -9.8139 -19.1458 0.097
H -2.1940 -10.4734 -20.0379 0.072
H -0.4696 -13.5999 -17.2894 0.018
H -1.4113 -12.2615 -16.4396 0.125
H 0.9202 -11.2066 -17.6623 0.076
H 1.4751 -12.3931 -16.4131 0.106
H 0.5094 -10.9754 -14.6388 0.100
H -0.3520 -10.0941 -15.9223 0.095
H 2.0854 -9.2461 -16.5650 0.080
H 2.4902 -10.0103 -15.0614 0.082
H 1.3429 -8.7142 -15.0176 0.091
H -3.4650 -12.9369 -18.3006 0.139
H -2.3497 -14.1367 -19.1422 0.044
H -3.0105 -13.1703 -21.3877 0.102
H -3.9088 -11.8515 -20.5015 0.112
H -5.3767 -13.8491 -19.6652 0.105
H -4.4806 -14.6756 -20.9687 -0.010
H -6.8184 -13.8186 -21.7430 0.077
H -5.5079 -13.3455 -22.7617 0.063
H -6.2229 -12.2303 -21.5508 0.103
H -0.5970 -12.0574 -21.1408 0.117
H 0.0876 -13.5499 -20.3643 -0.056
H 1.8897 -12.5169 -19.5459 0.051
H 1.3542 -10.8689 -19.7156 0.114
H 1.3325 -12.4754 -22.2185 0.093
H 2.9512 -12.2901 -21.5456 0.131
H 2.8556 -9.9732 -21.7097 0.091
H 1.2449 -9.7748 -21.8073 0.092
H 2.1815 -10.5231 -23.2057 0.062
C -0.2983 -19.0289 -24.2983 -0.104
C 1.1754 -18.5269 -24.3227 -0.207
C 1.2019 -17.0468 -23.8366 -0.225
C 2.6319 -16.5405 -23.9071 -0.251
P 2.9397 -14.8695 -23.4674 0.950
C 2.2543 -13.8965 -24.7641 -0.223
C 0.6949 -13.9215 -24.9101 -0.192
C 0.1681 -12.6400 -25.5948 -0.242
C -0.1314 -11.4672 -24.6930 -0.080
C 2.1065 -14.4203 -21.8905 -0.280
C 2.3704 -15.2065 -20.5771 -0.110
C 1.7348 -14.4477 -19.3775 -0.250
C 2.1563 -15.0119 -18.1173 -0.064
C 4.6470 -14.5548 -23.3306 -0.264
C 5.5686 -14.9533 -24.5557 -0.176
C 7.1507 -14.8658 -24.3051 -0.229
C 7.7037 -13.4498 -24.0823 -0.104
H -1.0208 -18.2180 -24.3914 0.068
H -0.5198 -19.5404 -23.3617 -0.032
H -0.3838 -19.7253 -25.1325 0.100
H 1.4953 -18.4942 -25.3642 0.108
H 1.8658 -19.2385 -23.8699 0.119
H 0.9106 -17.1076 -22.7880 0.055
H 0.3637 -16.5101 -24.2809 0.097
H 3.0468 -16.6010 -24.9133 0.110
H 3.3065 -17.0882 -23.2491 0.121
H 2.7993 -14.2799 -25.6267 0.108
H 2.6325 -12.8780 -24.6756 0.109
H 0.2095 -14.0145 -23.9386 0.000
H 0.3822 -14.7578 -25.5353 0.122
H -0.7729 -12.9245 -26.0656 0.106
H 0.7315 -12.3774 -26.4902 0.122
H 0.8394 -10.9872 -24.5694 0.057
H -0.6825 -11.7994 -23.8132 0.063
H -0.7520 -10.7492 -25.2292 0.090
H 1.0948 -14.4605 -22.2940 0.044
H 2.2742 -13.3479 -21.7898 -0.008
H 3.4236 -15.3751 -20.3523 0.122
H 1.8994 -16.1867 -20.6511 0.084
H 0.6582 -14.2964 -19.4565 0.038
H 2.0644 -13.4142 -19.4834 0.051
H 3.2230 -14.8908 -17.9290 0.135
H 1.7213 -15.9920 -17.9213 0.054
H 1.5023 -14.3671 -17.5303 0.055
H 4.8582 -15.1651 -22.4525 0.099
H 4.7738 -13.5514 -22.9240 0.101
H 5.4434 -14.3587 -25.4606 0.107
H 5.3307 -15.9884 -24.8007 0.093
H 7.7475 -15.5504 -24.9078 0.111
H 7.3375 -15.3132 -23.3288 0.091
H 8.7276 -13.4438 -23.7086 0.083
H 7.0373 -12.8066 -23.5076 0.062
H 7.7369 -12.8981 -25.0217 0.071

Which one sits at the top of the stability order? i does.

i | 10
Properties=species:S:1:pos:R:3:lowdin_charge:R:1 method="wB97M-V/def2-TZVPD" lumo_energy_ev=0.26 mol_weight_g_mol=176.94 gap_ev=10.87
C 0.0339 1.0973 1.7330 -0.387
C 1.5126 -0.1885 -1.4079 -0.135
O -0.4868 1.4338 2.7002 0.140
O 1.0168 -0.9537 -2.2610 0.102
F -0.3200 1.6992 0.5700 0.002
F 2.4681 -0.9088 -0.7103 -0.050
Br -2.9061 -0.2834 0.6568 0.378
H 0.8258 0.4491 1.6389 0.107
H -3.1559 -0.4478 -0.7354 -0.272
H 1.0116 -1.8973 -2.1843 0.113

ii | 10
Properties=species:S:1:pos:R:3:lowdin_charge:R:1 method="wB97M-V/def2-TZVPD" lumo_energy_ev="-0.99 / -0.99" mol_weight_g_mol=176.94 gap_ev="9.16 / 9.16"
C -0.5539 -1.6590 0.4312 -0.595
C -1.4176 -0.5656 0.8800 -0.516
O 0.3059 -0.7711 -0.0608 -0.036
O -0.7735 1.8303 -0.2595 -0.263
F -1.2523 -2.3386 -0.4851 0.028
F -1.3297 0.1744 2.0073 0.063
Br -2.7947 0.0426 -0.1950 1.012
H 0.0386 -2.2529 1.1104 0.157
H -0.0217 1.0644 -0.2861 0.087
H -0.6137 2.6171 -0.8496 0.063

Which one sits at the top of the stability order? i does.